ORCA calculation (ωB97M-V with the def2-TZVPD basis set) on a structure of composition C53H48IN3OPSSiSn in a non-equilibrium geometry.

Each line ends with the Mulliken charge.
Cartesian coordinates (Å):
Sn1 -0.21055 0.26209 -0.47512  0.3559
C1 -2.46804 2.37078 4.61829  -1.2970
C2 -1.14654 1.65143 4.86418  -0.7227
N1 -1.17940 0.25206 4.42178  0.8870
C3 -1.69161 -0.70331 5.41391  -0.9352
C4 -0.63045 -1.17082 6.39637  -0.9174
C5 -0.90996 -0.10837 3.16896  -0.0357
S1 -0.64341 1.10115 1.98645  0.0690
N2 -1.01157 -1.42653 2.91120  0.0109
C6 -0.30600 -2.17305 2.17380  -0.4621
O1 0.78744 -1.77227 1.56553  0.6812
C7 -0.75388 -3.58214 1.99580  -0.5186
C8 -1.09700 -4.06308 0.73848  0.2635
C9 -1.56300 -5.36144 0.60275  -0.9810
C10 -1.66554 -6.18451 1.71694  -0.5809
C11 -1.31346 -5.70494 2.97257  -0.9052
C12 -0.86738 -4.39955 3.11547  0.2114
H1 -2.41189 3.38693 5.00977  0.4535
H2 -3.29413 1.85705 5.11277  0.3668
H3 -2.67708 2.42460 3.55064  0.2284
H4 -0.91416 1.64263 5.92896  0.5699
H5 -0.33881 2.16488 4.34584  0.1809
H6 -2.09462 -1.55705 4.87977  0.4453
H7 -2.50752 -0.20494 5.94012  0.4827
H8 0.16664 -1.70191 5.87124  -0.0162
H9 -1.08094 -1.84858 7.12282  0.4868
H10 -0.18587 -0.33574 6.93973  0.3386
H11 -0.99610 -3.42053 -0.12924  0.5580
H12 -1.84242 -5.73369 -0.37423  0.4626
H13 -2.01692 -7.20238 1.60684  0.4249
H14 -1.39303 -6.34469 3.84212  0.4426
H15 -0.58313 -4.01574 4.08907  0.4329
C13 2.14260 4.28561 3.83299  -0.8806
C14 3.06727 3.39549 3.29916  -0.7627
C15 2.90071 2.91523 2.00954  0.6805
C16 1.82507 3.34100 1.22679  0.7314
C17 0.90168 4.23114 1.76902  -0.9088
C18 1.06214 4.69998 3.06726  -0.7287
P1 1.58164 2.53376 -0.38982  1.9606
C19 2.87578 3.22647 -1.46873  0.5429
C20 2.81388 2.87573 -2.81972  -0.9040
C21 3.78398 3.31830 -3.70299  -0.6238
C22 4.82881 4.11236 -3.24438  -0.6030
C23 4.89705 4.46040 -1.90468  -0.6018
C24 3.92445 4.01930 -1.01463  -0.5291
C25 0.03461 3.20634 -1.05613  -0.7703
C26 -0.15357 4.50949 -1.51767  -0.3491
C27 -1.39445 4.87923 -2.00718  -0.7802
C28 -2.43514 3.95317 -2.03323  -0.9216
C29 -2.23964 2.65737 -1.57791  -0.6300
C30 -0.99749 2.25177 -1.08732  1.1449
H16 2.26378 4.65438 4.84405  0.4327
H17 3.91101 3.06661 3.89351  0.4953
H18 3.60701 2.19781 1.60177  -1.1669
H19 0.05222 4.55384 1.18054  0.3810
H20 0.33604 5.38813 3.48347  0.4707
H21 1.99622 2.25577 -3.17298  0.5423
H22 3.73238 3.03949 -4.74778  0.4421
H23 5.58937 4.45789 -3.93277  0.4102
H24 5.71041 5.07844 -1.54650  0.4326
H25 3.98107 4.30074 0.02876  0.4065
H26 0.66459 5.22105 -1.49472  0.5069
H27 -1.55505 5.88608 -2.37129  0.4175
H28 -3.40125 4.24419 -2.42800  0.4338
H29 -3.06664 1.95492 -1.62033  0.4256
C31 4.77519 1.21397 -0.69001  -0.8218
C32 3.94242 0.27712 -1.29279  -0.8307
C33 3.20679 -0.59910 -0.51220  -0.4047
C34 3.27310 -0.55371 0.88601  1.2811
C35 4.11931 0.39094 1.47323  -1.0281
C36 4.86180 1.27106 0.69223  -0.0175
Si1 2.46335 -1.88924 1.90019  -0.6135
C37 2.57681 -1.46530 3.70695  0.4337
C38 3.03646 -2.36783 4.66856  -0.8142
C39 3.14420 -1.99283 6.00329  -0.7330
C40 2.80100 -0.70609 6.39055  -0.8910
C41 2.33121 0.20217 5.44780  -0.9230
C42 2.21241 -0.17652 4.11923  0.6942
C43 3.16388 -3.50289 1.28818  0.6044
C44 2.45115 -4.70551 1.23269  -0.2230
C45 2.97328 -5.81877 0.58995  -0.7370
C46 4.23003 -5.75872 0.00520  -0.5694
C47 4.97616 -4.59206 0.09447  -0.8222
C48 4.44765 -3.47697 0.72639  -0.3398
H30 5.36203 1.88960 -1.29992  0.6726
H31 3.88159 0.22353 -2.37267  0.5225
H32 2.59866 -1.35562 -0.99738  0.6638
H33 4.21908 0.43048 2.55136  0.7007
H34 5.51613 1.99399 1.16435  0.3703
H35 3.32877 -3.36920 4.36784  0.4711
H36 3.49788 -2.70484 6.73854  0.4553
H37 2.88516 -0.41406 7.43014  0.4035
H38 2.05625 1.20609 5.74766  0.5485
H39 1.85309 0.54891 3.39320  0.2686
H40 1.47711 -4.78148 1.69386  0.2603
H41 2.39471 -6.73285 0.54131  0.4512
H42 4.62712 -6.61967 -0.51728  0.3948
H43 5.96565 -4.54640 -0.34240  0.4380
H44 5.03987 -2.57049 0.77539  0.4010
I1 -1.68961 -0.91753 -3.39693  0.0388
C49 -3.07854 -0.87159 -1.81808  -0.0623
C50 -4.40970 -1.14312 -2.09483  -0.4696
C51 -5.30993 -1.11326 -1.04313  -0.4252
C52 -4.85159 -0.82712 0.23435  -0.9430
C53 -3.50775 -0.56174 0.40826  -0.1319
N3 -2.63152 -0.58401 -0.60393  0.2069
H45 -4.71990 -1.36974 -3.10449  0.4971
H46 -6.35917 -1.30906 -1.22319  0.4221
H47 -5.52292 -0.80902 1.08142  0.4936
H48 -3.09798 -0.31831 1.38130  0.4296

**Charge**: +1
**2S+1**: 1
**Orbital gap**: 7.4 eV
**Highest occupied orbital energy**: -9.7 eV